(1)
Below is an isolated molecule of C22H23NO3S, with properties calculated with ωB97M-V/def2-TZVPD.

ORCA input file:
```
! RIJCOSX wB97M-V def2-TZVPD def2/J DEFGRID3
* xyz 0 1
C -5.3755 -1.4192 -1.3015
O -4.9107 -1.4948 0.0233
C -3.5828 -1.3137 0.2664
C -3.1894 -1.4243 1.5982
C -1.8629 -1.2515 1.9375
C -0.9138 -0.9506 0.9743
C 0.5375 -0.8413 1.3355
O 1.2859 -1.7948 1.2706
N 0.9426 0.3781 1.7775
C 2.3194 0.5348 2.2007
C 3.2243 1.1149 1.1014
C 3.5438 0.0771 0.0617
C 2.9411 0.0935 -1.1866
C 3.2291 -0.8883 -2.1181
C 4.1208 -1.9000 -1.8118
C 4.7297 -1.9223 -0.5690
C 4.4441 -0.9389 0.3585
C 0.0302 1.4923 1.9636
C -0.6326 1.9840 0.7173
C -1.9677 2.0574 0.4623
C -2.2623 2.6023 -0.8068
C -1.1455 2.9418 -1.4980
S 0.2851 2.6060 -0.6102
C -1.3052 -0.8452 -0.3644
O -0.3220 -0.5223 -1.2442
C -0.6258 -0.4653 -2.6148
C -2.6385 -1.0288 -0.7139
H -4.9104 -2.1802 -1.9364
H -6.4473 -1.6038 -1.2481
H -5.2023 -0.4280 -1.7342
H -3.9352 -1.6530 2.3415
H -1.5547 -1.3569 2.9674
H 2.3419 1.1779 3.0858
H 2.6828 -0.4598 2.4723
H 4.1493 1.4565 1.5722
H 2.7328 1.9747 0.6415
H 2.2399 0.8778 -1.4293
H 2.7561 -0.8657 -3.0900
H 4.3406 -2.6693 -2.5380
H 5.4270 -2.7098 -0.3221
H 4.9232 -0.9604 1.3275
H 0.6099 2.3093 2.4048
H -0.7607 1.2146 2.6726
H -2.7184 1.7183 1.1535
H -3.2617 2.7324 -1.1824
H -1.0677 3.3722 -2.4769
H 0.3130 -0.2265 -3.1107
H -0.9954 -1.4262 -2.9862
H -1.3589 0.3199 -2.8328
H -2.9372 -0.9455 -1.7452
*
```

Output
E_tot ... -41654.7266 eV
SMILES string ... COc1ccc(C(=O)N(CCc2ccccc2)Cc2cccs2)c(OC)c1
E_HOMO ... -0.2975 Eh
LUMO ... 0.0201 Eh
Relative energy (zero: lowest compared OMol25 entry of this formula, charge and spin) ... 16.7 kcal per mole
M ... 381.50 g/mol

These are the Löwdin partial charges, in e, on atoms 1 to 8: C -0.087; O -0.078; C -0.268; C -0.007; C -0.017; C -0.094; C -0.405; O 0.103

(2)
Below is a structure of composition C22H24BN9O4SV in a non-equilibrium geometry, with properties calculated with ωB97M-V/def2-TZVPD.

ORCA input file:
```
! RIJCOSX wB97M-V def2-TZVPD def2/J DEFGRID3
* xyz 2 2
V 0.6719 -1.0482 -1.3497
C 2.2863 1.9467 -3.8629
C 1.7402 0.6684 -3.7899
N 1.4664 0.3621 -2.5199
N 1.8205 1.4404 -1.7588
C 2.3267 2.3956 -2.5592
B 1.8102 1.3641 -0.2097
N 2.6883 0.1563 0.2442
C 3.8885 0.0053 0.8189
C 4.2348 -1.3381 0.7867
C 3.1837 -1.9729 0.1495
N 2.2433 -1.0728 -0.1787
N 0.3203 0.9186 0.2358
C -0.0709 1.0231 1.5593
C -1.5503 1.4045 1.8326
C -1.8489 0.5919 -0.4617
N -0.5819 0.4881 -0.6798
N 2.1788 2.6533 0.4197
C 1.4323 3.7919 0.5518
C 2.2703 4.7972 0.9383
C 3.5453 4.1904 0.9887
N 3.4909 2.9122 0.6796
H 2.6174 2.4686 -4.7430
H 1.5350 -0.0382 -4.5788
H 2.7009 3.3183 -2.1449
H 4.4174 0.8684 1.1858
H 5.1362 -1.7832 1.1695
H 3.0536 -3.0134 -0.1032
H 0.7107 1.4508 2.1720
H -1.7068 2.1987 2.5537
H -2.4930 0.0615 -1.1579
H 0.3696 3.7976 0.3712
H 2.0151 5.8201 1.1523
H 4.4905 4.6388 1.2506
C -2.6314 2.8594 0.0699
C -2.4541 1.4290 0.6202
C -3.7942 0.8255 1.0003
C -3.9298 -0.4667 1.2808
C -2.8149 -1.4203 1.2838
C -1.5671 -1.1870 1.7197
C -1.0824 0.0812 2.2900
S -3.3203 -3.0371 0.6553
O -3.4640 -2.8586 -0.7559
O -4.4227 -3.3850 1.4895
N -2.1275 -4.0909 0.9719
C -1.2351 -4.8739 0.0899
C -1.0619 -4.4525 -1.3742
C -0.3615 -3.1526 -1.4820
O -0.7944 -2.1688 -0.7687
O 0.6623 -2.8918 -2.1882
H -3.2970 2.8636 -0.7928
H -1.6777 3.2946 -0.2273
H -3.0758 3.4841 0.8446
H -4.6483 1.4905 1.0353
H -4.9089 -0.8744 1.5046
H -0.8683 -2.0144 1.7312
H -0.7902 0.0121 3.3342
H -2.3541 -4.5887 1.8245
H -1.5965 -5.9014 0.0764
H -0.2528 -4.8862 0.5671
H -2.0303 -4.3348 -1.8674
H -0.4947 -5.2207 -1.8950
*
```

Output
E_tot ... -81988.5315 eV
E_HOMO (spin up / spin down) ... -0.5312 / -0.5284 Eh
LUMO (spin up / spin down) ... -0.3213 / -0.3225 Eh
Relative energy (zero: lowest compared OMol25 entry of this formula, charge and spin) ... 76.2 kcal per mole
⟨S²⟩ ... 0.78
M ... 572.32 g/mol

These are the Löwdin partial charges, in e, on atoms 1 to 8: V 1.245; C 0.015; C -0.049; N -0.070; N 0.034; C 0.018; B -0.636; N 0.054

(3)
Below is a structure of composition C22H24BiBrN8O2S, with properties calculated with ωB97M-V/def2-TZVPD.

ORCA input file:
```
! RIJCOSX wB97M-V def2-TZVPD def2/J DEFGRID3
* xyz 2 1
Bi -1.1678 0.1158 -0.9942
O -4.0851 -2.7225 2.9992
C -3.9066 -3.6051 1.9698
C -4.3860 -4.9080 2.0145
C -4.1612 -5.7645 0.9511
C -3.4477 -5.3333 -0.1587
C -2.9727 -4.0344 -0.2020
C -3.1999 -3.1607 0.8538
C -2.7548 -1.7147 0.7938
O -2.6830 -1.2411 -0.5032
N -1.4361 -1.5766 1.4723
N -0.3979 -0.9343 0.9135
C 0.7733 -0.9682 1.4581
C 1.9888 -0.3790 0.9885
Br 1.8507 0.5185 -0.6914
C 3.1375 -0.5039 1.6888
C 4.5161 -0.1317 1.4792
C 5.0337 0.6317 0.4201
C 6.3928 0.8507 0.3115
C 7.2736 0.3324 1.2531
C 6.7804 -0.3982 2.3251
C 5.4239 -0.6239 2.4352
H -4.6155 -3.1343 3.6892
H -4.9444 -5.2424 2.8820
H -4.5530 -6.7719 0.9878
H -3.2695 -6.0034 -0.9883
H -2.4480 -3.6667 -1.0738
H -3.4651 -1.1272 1.3921
H -1.2457 -2.2132 2.2329
H 0.8695 -1.5222 2.3907
H 2.9878 -1.0510 2.6172
H 4.3871 1.0790 -0.3158
H 6.7716 1.4314 -0.5188
H 8.3378 0.4966 1.1521
H 7.4524 -0.7979 3.0720
H 5.0456 -1.1992 3.2717
C 1.5743 3.8415 -5.7309
C 0.8206 4.0613 -4.4777
N 0.4749 5.2051 -3.9976
N -0.1687 4.9279 -2.8348
C -0.2242 3.6264 -2.5554
S -0.9400 2.9658 -1.1688
N 0.4032 3.0499 -3.6122
N 0.5364 1.6802 -3.7782
H 1.7286 4.8063 -6.2054
H 1.0367 3.1876 -6.4185
H 2.5467 3.3912 -5.5227
H -0.5354 5.6764 -2.2684
H 1.5154 1.4455 -3.8970
H 0.0289 1.3862 -4.6056
N -4.0927 2.0855 1.6001
C -3.1319 2.0105 2.5760
C -2.0318 1.4847 1.9774
N -2.3273 1.2481 0.6535
C -3.5835 1.6213 0.4573
H -5.0330 2.4258 1.7280
H -3.3016 2.3141 3.5935
H -1.0618 1.2794 2.3947
H -4.1166 1.5526 -0.4764
*
```

Output
E_tot ... -125921.4196 eV
E_HOMO ... -0.4738 Eh
LUMO ... -0.2214 Eh
Relative energy (zero: lowest compared OMol25 entry of this formula, charge and spin) ... 5.9 kcal per mole
M ... 753.44 g/mol

These are the Löwdin partial charges, in e, on atoms 1 to 8: Bi 1.626; O 0.056; C -0.269; C -0.007; C -0.057; C -0.068; C -0.023; C -0.119